Entry 1:
47
Properties=species:S:1:pos:R:3:forces:R:3:nbo_charge:R:1 method="wB97M-V/def2-TZVPD" energy_ha=-1342.36394 smiles="CN(Cc1ccon1)C(=O)C[C@@H]1C(=O)NCCN1Cc1cccc(F)c1F" orbital_gap_ev=9.2 spin_multiplicity=1 charge=0
C -3.234064 -2.229335 1.037070 0.155 -0.159 0.390 -0.434
N -2.937112 -1.751093 -0.296944 -0.260 -0.087 -0.213 -0.418
C -4.085645 -1.417809 -1.125904 -0.019 -0.055 -0.157 -0.256
C -4.725111 -0.176254 -0.604028 -0.265 0.489 0.138 0.130
C -4.298338 1.160761 -0.811854 -0.479 0.325 0.355 -0.351
C -5.158333 1.886360 -0.047386 0.607 -0.355 -0.576 0.133
O -6.023489 1.069529 0.558664 -0.160 0.733 0.255 -0.262
N -5.745874 -0.204579 0.212884 0.108 -1.234 -0.290 -0.132
C -1.716140 -1.378568 -0.728322 0.105 -0.519 0.085 0.693
O -1.554480 -0.845483 -1.817779 0.113 0.267 -0.284 -0.670
C -0.532354 -1.680813 0.177660 -0.199 0.139 -0.047 -0.493
C 0.008760 -0.405573 0.883068 -0.013 -0.211 -0.028 -0.127
C -1.077346 0.671783 0.909330 0.178 0.144 0.336 0.668
O -2.060205 0.570212 1.624045 -0.156 -0.214 0.238 -0.647
N -0.904509 1.740039 0.114275 -0.122 0.447 -0.195 -0.608
C 0.207587 1.997769 -0.772676 0.431 -0.131 -0.137 -0.231
C 1.007370 0.707114 -0.977008 -0.124 0.200 -0.266 -0.259
N 1.253926 0.009545 0.266581 0.119 -0.013 0.167 -0.440
C 2.180475 0.678297 1.164831 0.021 -0.091 0.018 -0.235
C 3.550344 0.706819 0.542774 0.091 -0.080 0.050 -0.099
C 4.158426 1.883535 0.127946 -0.016 -0.071 0.057 -0.205
C 5.409421 1.873730 -0.464624 0.045 0.018 -0.034 -0.206
C 6.080343 0.680156 -0.659740 -0.115 -0.149 0.072 -0.266
C 5.485726 -0.499604 -0.249421 -0.023 0.011 -0.004 0.318
F 6.133571 -1.663403 -0.427426 -0.174 0.078 0.074 -0.307
C 4.231709 -0.490040 0.346141 0.068 0.087 -0.031 0.385
F 3.680630 -1.644593 0.751997 0.185 0.086 -0.053 -0.311
H -4.314088 -2.221658 1.166724 0.041 -0.014 0.038 0.229
H -2.803291 -1.566495 1.788420 -0.080 -0.075 -0.002 0.240
H -2.869397 -3.249458 1.178333 -0.064 -0.007 0.031 0.194
H -3.719546 -1.253040 -2.142007 -0.171 -0.087 0.164 0.256
H -4.796842 -2.246177 -1.106407 0.051 0.062 -0.027 0.219
H -3.491132 1.487352 -1.431510 0.199 0.132 -0.129 0.240
H -5.263806 2.935538 0.144865 -0.086 0.150 0.074 0.208
H 0.275729 -2.063956 -0.447508 -0.106 0.013 0.043 0.257
H -0.787026 -2.434316 0.916028 0.027 -0.027 0.019 0.228
H 0.214339 -0.665189 1.926548 -0.081 0.128 -0.125 0.234
H -1.639419 2.433548 0.159105 0.028 -0.179 0.145 0.404
H 0.838833 2.790299 -0.347202 -0.037 -0.052 -0.113 0.179
H -0.173222 2.349671 -1.735336 0.064 -0.022 0.043 0.209
H 0.427894 0.039816 -1.618823 0.116 0.104 -0.026 0.251
H 1.958869 0.930090 -1.462744 -0.066 0.011 -0.029 0.215
H 1.874784 1.701789 1.435238 0.068 -0.037 0.035 0.177
H 2.227577 0.085993 2.083520 -0.063 0.113 -0.012 0.220
H 3.643992 2.820927 0.277338 -0.098 0.093 0.031 0.214
H 5.864892 2.799784 -0.778302 0.049 0.082 -0.035 0.220
H 7.054426 0.645459 -1.120125 0.107 -0.047 -0.045 0.234

---

Entry 2:
44
Properties=species:S:1:pos:R:3:forces:R:3:nbo_charge:R:1 method="wB97M-V/def2-TZVPD" energy_ha=-1430.62217 de_lowest_kj_mol=2025.15 orbital_gap_ev=7.7 spin_multiplicity=1 charge=0
C -4.836076 -0.491129 -2.105153 -4.054 -4.230 -0.879 -0.454
N -3.722816 -1.397982 -1.693435 -10.383 3.244 5.809 -0.796
S -3.433914 -1.287291 -0.073961 -6.601 -12.357 0.621 2.212
O -4.805922 -1.522535 0.575797 3.856 1.539 -1.433 -0.936
O -2.550089 -2.535238 0.033590 -0.672 4.628 0.534 -0.903
C -2.958472 0.160100 0.325565 0.991 7.467 2.038 -0.466
C -1.620149 0.257899 0.423634 -5.639 14.104 0.730 -0.058
C -0.990214 1.661483 0.343788 -2.457 -0.645 1.602 -0.110
C -1.864039 2.753004 0.599695 8.872 0.709 0.475 -0.133
C -3.146945 2.528740 0.698007 1.021 5.017 0.792 -0.258
C -3.800931 1.521492 0.513231 -4.661 -15.114 -2.585 -0.078
H -4.911884 1.255032 0.423518 1.743 1.202 0.477 0.255
H -3.801293 3.243774 0.778712 -2.868 5.084 0.965 0.223
H -1.335691 3.778195 0.914489 -1.405 -2.353 -1.193 0.268
C 0.499083 1.868855 0.395790 1.583 1.176 4.632 0.624
O 0.904963 2.788902 1.269484 -1.096 -3.537 -4.646 -0.646
N 1.302402 0.843734 -0.111701 0.447 7.285 1.725 -0.597
H 0.797367 0.205006 -0.601371 -0.862 -2.375 -2.151 0.387
C 2.821128 1.148565 -0.218444 -4.057 -2.636 4.373 -0.033
C 3.239661 -0.267359 0.340464 7.492 5.211 -10.929 -0.035
C 2.588429 -1.047408 1.134037 -5.584 -1.261 9.188 -0.250
C 2.981353 -2.191302 1.760647 10.692 8.274 -12.342 -0.113
C 4.213646 -2.702142 1.042479 -6.338 -0.977 6.599 -0.256
C 4.799146 -2.042721 0.174700 6.322 5.710 -12.135 -0.173
C 4.399707 -0.670347 -0.634902 -6.651 -9.959 14.856 0.107
C 5.210993 -0.082315 -1.496241 0.251 -2.224 -3.967 -0.585
C 4.779337 1.190920 -1.525178 1.021 15.194 -2.934 -0.341
C 3.291275 1.689040 -1.534055 2.775 -17.371 1.126 -0.347
H 2.735157 0.894566 -2.194656 0.742 2.023 0.123 0.179
H 2.997550 2.529210 -1.579563 -2.876 11.584 -1.505 0.193
H 5.205236 1.992561 -0.704672 -0.329 -2.434 -1.468 0.216
H 5.153491 1.811823 -2.546801 -0.320 -1.684 2.388 0.203
H 4.895142 -0.524391 -2.424949 0.216 -0.497 -1.283 0.246
H 6.182431 -0.358335 -1.377409 3.039 -0.090 0.416 0.259
H 5.707851 -2.567031 -0.475296 -1.896 1.127 2.045 0.168
H 4.634464 -3.585024 1.312569 0.940 -2.684 0.998 0.211
H 2.618424 -2.831914 2.209051 -7.319 -10.067 8.792 0.160
H 1.766812 -0.601750 1.980180 1.456 -0.327 -3.202 0.224
H 2.967941 1.814965 0.637865 -0.072 0.391 -0.371 0.245
H -1.057502 -0.382621 0.223271 8.436 -10.571 -2.362 0.167
H -2.941787 -1.497952 -2.062198 8.635 -0.833 -5.498 0.370
H -5.860291 -0.480211 -1.255416 3.589 -0.682 -2.569 0.254
H -4.641976 0.505858 -2.226166 1.085 2.521 -0.492 0.176
H -5.266284 -0.965035 -3.146495 0.935 1.419 2.642 0.223

---

Entry 3:
44
Properties=species:S:1:pos:R:3:forces:R:3:nbo_charge:R:1 method="wB97M-V/def2-TZVPD" energy_ha=-1108.41037 smiles="CCC(=O)Nc1cccc(NC(=O)COc2ccc(OC)cc2)c1" de_lowest_kj_mol=96.87 orbital_gap_ev=8.8 spin_multiplicity=1 charge=0
C -4.991076 1.761434 4.021478 -0.028 -0.127 -0.017 -0.597
C -4.605346 0.456869 3.323633 -0.048 0.142 -0.125 -0.490
C -3.330344 0.642524 2.515625 -0.439 -0.254 0.335 0.688
O -3.327280 0.754846 1.310601 0.029 0.082 -0.306 -0.605
N -2.217682 0.689343 3.302751 0.148 -0.041 0.433 -0.603
C -0.883353 0.894129 2.937605 0.359 0.087 -0.228 0.169
C 0.075441 0.918466 3.950168 -0.040 -0.013 0.025 -0.265
C 1.405056 1.119509 3.635154 -0.221 -0.031 -0.016 -0.178
C 1.807369 1.301437 2.323952 0.243 0.040 -0.131 -0.283
C 0.852387 1.278087 1.313295 0.131 -0.030 0.563 0.247
N 1.174369 1.458536 -0.033507 -0.508 0.014 -0.197 -0.623
C 2.384426 1.647955 -0.608659 -0.156 -0.008 -0.445 0.651
O 3.450143 1.726189 -0.038676 0.194 0.039 0.042 -0.606
C 2.280416 1.798058 -2.134456 0.311 0.121 0.016 -0.165
O 1.136865 1.204586 -2.698035 -0.191 0.010 -0.039 -0.521
C 1.092793 -0.170100 -2.773313 -0.183 -0.222 -0.172 0.332
C 0.024572 -0.705276 -3.483030 0.244 0.288 0.177 -0.247
C -0.125364 -2.072486 -3.616356 -0.001 -0.286 -0.005 -0.288
C 0.801130 -2.933566 -3.037333 0.143 0.114 0.101 0.277
O 0.757161 -4.295445 -3.107004 0.209 0.154 0.140 -0.493
C -0.298814 -4.895027 -3.816130 -0.141 -0.081 -0.092 -0.252
C 1.867024 -2.392815 -2.321605 -0.209 -0.236 -0.151 -0.221
C 2.015537 -1.026964 -2.184761 -0.012 0.241 -0.024 -0.305
C -0.490038 1.072762 1.619370 -0.058 0.003 -0.109 -0.302
H -5.131151 2.550562 3.286719 -0.014 0.098 -0.024 0.218
H -4.220688 2.078828 4.721736 0.015 0.074 0.074 0.199
H -5.921152 1.632267 4.569904 -0.051 0.049 0.061 0.215
H -4.470063 -0.339871 4.058238 -0.015 -0.039 -0.020 0.208
H -5.396959 0.164984 2.633260 0.136 -0.066 0.006 0.234
H -2.360672 0.575593 4.296833 -0.067 0.002 -0.208 0.396
H -0.225238 0.779802 4.979144 -0.040 -0.016 0.113 0.202
H 2.142502 1.136664 4.423181 0.063 0.002 0.064 0.216
H 2.843829 1.459856 2.080997 0.030 0.009 -0.011 0.253
H 0.386076 1.417966 -0.670758 0.252 -0.011 0.038 0.416
H 3.204791 1.424030 -2.589919 -0.102 0.004 0.144 0.206
H 2.195279 2.866573 -2.359827 0.069 -0.145 0.053 0.221
H -0.688428 -0.030988 -3.930492 -0.085 0.080 -0.060 0.222
H -0.967150 -2.449714 -4.174431 -0.067 -0.067 -0.047 0.221
H -0.131346 -5.968461 -3.741474 -0.062 0.069 -0.037 0.200
H -1.270691 -4.649791 -3.375251 0.030 0.001 -0.028 0.175
H -0.293585 -4.601741 -4.871169 -0.013 0.000 0.039 0.174
H 2.577435 -3.066858 -1.870604 0.089 -0.079 0.062 0.226
H 2.848210 -0.648208 -1.613263 0.110 0.033 0.048 0.229
H -1.229885 1.051485 0.836165 -0.052 -0.004 -0.041 0.250

---

Entry 4:
45
Properties=species:S:1:pos:R:3:forces:R:3:nbo_charge:R:1 method="wB97M-V/def2-TZVPD" energy_ha=-1183.37522 de_lowest_kj_mol=807.98 orbital_gap_ev=8.8 spin_multiplicity=1 charge=0
C 1.774421 -0.888860 0.558864 2.620 1.397 1.428 -0.134
C 0.244648 -0.788932 0.539932 -0.310 -2.118 -3.410 0.655
C 2.620195 -0.330992 -0.752785 1.616 -4.072 2.247 -0.390
C 4.104268 -0.025476 -0.445613 -2.073 4.279 -0.949 -0.064
C 5.041304 -0.912709 -0.219624 4.104 -5.050 0.790 -0.196
C 4.585763 1.313626 -0.682101 -1.144 0.716 -1.852 -0.178
C 6.490063 -0.692711 -0.167116 -1.563 -2.449 0.818 -0.221
C 5.965160 1.513631 -0.715722 -1.012 3.996 -0.255 -0.280
C 6.858380 0.588499 -0.320811 3.610 -0.690 1.368 0.256
C -1.812205 0.582087 -0.015161 1.388 1.263 1.191 -0.132
C -1.945027 2.119099 0.175548 -0.999 2.810 -3.648 0.754
C -2.730333 -0.317393 0.776419 2.574 -1.728 -1.125 -0.474
C -4.087927 -0.166320 0.256775 -2.430 -1.481 2.573 -0.112
C -5.083204 0.680345 0.913724 5.932 -1.074 1.945 -0.154
C -4.555996 -1.231059 -0.536059 1.929 0.376 -1.942 -0.168
C -6.296525 0.797534 0.395991 -2.541 1.983 0.631 -0.285
C -5.831566 -1.146448 -0.981536 -1.014 -1.587 -1.899 -0.292
C -6.629262 -0.076928 -0.592510 -1.097 -2.037 -1.842 0.311
H 2.262979 -2.928540 0.170821 0.147 1.932 1.873 0.358
H 1.365801 -2.658384 1.723423 4.125 1.531 -2.713 0.356
H 2.084871 -0.260824 1.461957 -0.186 -0.077 -1.326 0.203
H 2.733781 -1.123316 -1.569275 -1.016 0.916 1.070 0.226
H 2.240647 0.538180 -1.108360 -1.610 2.436 -1.252 0.208
H 4.731622 -1.975322 -0.088028 0.240 0.856 -0.065 0.222
H 3.840334 2.159303 -1.122635 1.946 -2.062 1.368 0.216
H 7.320637 -1.485275 0.070866 -2.168 1.451 -0.416 0.242
H 6.447706 2.502473 -0.965855 -1.041 -0.845 0.246 0.219
H 8.569154 1.911026 0.488152 -2.121 -5.184 -2.698 0.477
H 0.075959 1.194297 0.434073 2.679 3.180 -0.038 0.391
H -2.000246 0.423303 -1.073451 0.706 -0.240 -0.223 0.237
H -2.266170 -1.348110 0.411952 -1.331 1.928 1.267 0.303
H -2.438508 -0.241137 1.843066 -0.855 0.014 -0.127 0.202
H -4.678143 1.063393 1.963384 -1.283 0.002 -2.563 0.215
H -3.920871 -2.000716 -1.149871 -0.674 1.482 1.976 0.227
H -6.994153 1.590327 0.762898 0.393 -1.080 -0.415 0.241
H -6.122160 -1.964012 -1.787183 -0.023 2.030 1.774 0.211
H -7.956279 -0.736433 -1.847851 0.384 1.331 1.210 0.485
H -2.097256 1.651447 2.047037 0.806 3.691 -2.070 0.494
N 2.380322 -2.196192 0.994713 -5.473 -2.957 0.266 -0.800
N -0.409033 0.396543 0.515872 -2.261 -2.567 -0.321 -0.612
O -0.366988 -1.823079 0.244009 0.488 0.270 0.953 -0.635
O 8.250209 0.789860 -0.041316 0.442 5.075 1.572 -0.701
O -2.006664 2.919640 -0.815687 0.417 -3.241 4.205 -0.569
O -7.828588 0.013932 -1.197963 -1.453 -0.482 -1.141 -0.661
O -1.931126 2.570602 1.447054 -0.866 -3.922 1.518 -0.655